53
Properties=species:S:1:pos:R:3 method="wB97M-V/def2-TZVPD" multiplicity=2 gap_ev="5.551 / 4.891" total_charge=+2 lumo_ev="-8.276 / -8.936"
Hf -1.627 2.285 0.844
S 0.503 -2.792 -3.314
F -0.607 0.234 0.109
O 0.520 2.491 1.757
O 0.944 -2.815 -4.712
O -2.469 1.816 -1.249
O -0.856 -2.605 -2.772
O -1.308 0.674 2.747
N -1.138 0.715 4.928
N 2.598 1.536 1.513
N -3.341 2.261 -3.278
C -0.858 0.161 3.759
C 2.646 1.316 0.052
C -2.057 1.863 5.169
C 1.569 2.117 2.192
C 2.693 -2.487 -1.648
C 1.230 -4.325 -2.453
C 1.693 -1.698 -2.384
C -2.878 1.455 -2.344
C 0.193 -0.945 3.659
C -3.796 1.872 -4.607
C 1.938 2.454 3.596
C -3.094 -0.018 -2.627
C 2.730 -3.890 -2.241
H -4.870 1.712 -4.695
H 0.644 -4.407 -1.538
H -0.672 0.354 5.748
H 2.221 -2.539 -0.667
H -2.394 -0.479 -3.323
H -2.784 -0.502 -1.701
H 2.682 2.229 -0.542
H 3.540 0.718 -0.129
H -3.637 2.731 -5.259
H 3.351 1.147 2.063
H 3.230 -3.848 -3.209
H 2.879 2.990 3.724
H -2.405 1.829 6.201
H 1.868 0.613 -0.246
H 3.610 -1.916 -1.500
H -3.126 3.229 -3.086
H 0.661 -0.778 2.689
H -2.801 1.698 4.389
H 1.971 1.544 4.195
H 2.044 -1.037 -3.177
H -3.169 1.088 -5.032
H 1.142 -0.986 -1.770
H 1.142 -5.191 -3.110
H 0.032 -2.002 3.875
H -1.408 2.733 5.077
H -4.128 -0.365 -2.616
H 0.830 -0.649 4.492
H 3.231 -4.581 -1.563
H 1.088 2.991 4.016

9
Properties=species:S:1:pos:R:3 method="wB97M-V/def2-TZVPD" gap_ev="8.217 / 8.215" total_charge=0 lumo_ev="-1.143 / -1.144" de_lowest_ev=1.090
Br -0.939 2.447 0.002
Cl -2.762 -0.481 -0.009
N -0.355 -2.045 -0.010
C -1.126 -0.338 -0.019
C -0.259 0.678 -0.011
C 1.195 0.576 0.003
C 1.671 -0.677 0.025
C 0.790 -1.640 0.028
H 1.786 1.479 -0.008

11
Properties=species:S:1:pos:R:3 method="wB97M-V/def2-TZVPD" smiles="C=NN1CC1" gap_ev=10.050 total_charge=0 lumo_ev=0.923 de_lowest_ev=5.759
N -0.628 0.467 1.076
N -1.422 -0.161 0.082
C 0.702 0.803 0.210
C -1.072 -0.547 -1.102
C 0.608 -0.355 1.101
H 1.071 1.797 0.453
H 0.475 -1.400 0.405
H 1.397 -0.069 1.926
H 0.804 0.543 -0.914
H 0.043 -0.456 -1.503
H -1.978 -0.623 -1.734

53
Properties=species:S:1:pos:R:3 method="wB97M-V/def2-TZVPD" multiplicity=2 gap_ev="5.528 / 4.805" total_charge=+1 lumo_ev="-5.415 / -6.187"
Ce -0.131 0.191 -1.310
O 1.657 -1.703 -4.031
O -0.881 -2.270 -3.127
O -3.582 3.463 0.375
O 1.407 -0.762 0.568
O -1.661 -0.317 1.671
O -1.161 2.130 1.391
O 1.906 1.124 -2.068
N -1.553 -0.780 0.397
N 1.114 2.138 -1.780
N -0.329 2.079 0.372
N -1.060 -1.897 -1.905
C -1.769 -2.660 -1.018
C 1.500 3.006 -0.777
C -2.792 -2.738 1.316
C 2.813 3.698 -0.802
C 2.514 -2.433 1.900
C 2.580 -1.086 2.645
C -2.169 -4.067 -1.312
C 0.550 3.125 0.272
C 0.575 4.214 1.285
C 1.825 -0.077 1.785
C -1.905 1.184 -1.914
C 1.892 -2.138 0.537
C -2.073 -2.019 0.227
H 1.092 3.868 2.194
H 1.110 5.084 0.886
H -4.399 2.982 0.581
H 0.920 0.304 2.272
H -0.450 4.506 1.546
H 1.893 -3.148 2.450
H 2.436 0.780 1.475
H 3.519 3.248 -0.089
H 2.692 4.750 -0.524
H -2.886 2.985 0.878
H -3.264 -4.155 -1.325
H -2.787 0.902 -1.327
H 0.703 -1.910 -3.834
H -3.711 -3.207 0.940
H 3.616 -0.757 2.764
H -2.142 -3.538 1.700
H -1.761 -4.383 -2.275
H 1.660 -1.296 -4.922
H -1.803 -4.753 -0.534
H -1.786 2.273 -1.961
H -3.025 -2.045 2.127
H 2.129 -1.148 3.640
H 2.620 -2.211 -0.283
H 3.250 3.636 -1.804
H -1.979 0.772 -2.945
H 3.507 -2.871 1.777
H 1.034 -2.782 0.303
H -1.457 0.708 1.594

9
Properties=species:S:1:pos:R:3 method="wB97M-V/def2-TZVPD" gap_ev=9.251 total_charge=0 lumo_ev=0.783 de_lowest_ev=4.226
S 2.264 0.613 0.031
N -0.388 -0.354 -0.456
N -1.367 0.295 -0.053
C 1.123 -0.760 -0.287
C -2.430 0.895 -0.046
H 1.169 -1.506 0.499
H -3.333 0.889 0.493
H 1.358 -1.171 -1.262
H 1.602 1.098 1.081

11
Properties=species:S:1:pos:R:3 method="wB97M-V/def2-TZVPD" smiles=Cn1cnnc1 gap_ev=10.497 total_charge=0 lumo_ev=0.656 de_lowest_ev=1.518
N -0.107 -0.723 -2.199
N -0.249 0.638 -2.063
N 0.038 -0.186 0.004
C -0.160 0.895 -0.793
C 0.118 0.148 1.493
C 0.062 -1.252 -1.024
H 0.839 0.965 1.686
H -0.241 1.906 -0.421
H 0.423 -0.681 2.130
H -0.841 0.523 1.890
H 0.201 -2.333 -0.892

Electronic energy in eV, matching the order above: -43502.251; -89250.624; -6182.786; -47142.692; -15949.657; -7660.938